78
Properties=species:S:1:pos:R:3:forces:R:3:mulliken_spin:R:1 method="wB97M-V/def2-TZVPD" relative_energy_kcal_mol=0.0 multiplicity=6 homo_energy_ha="-0.411 / -0.416" total_charge=+1 s_squared=8.758 gap_ev="7.69 / 6.38" fmax_ev_per_a=0.41
Ru 0.281371 0.632620 -0.215955 0.06 -0.23 0.05 4.11
N 0.672398 2.838710 0.470013 0.03 -0.02 0.14 0.14
C -0.456964 3.346541 1.191193 -0.12 -0.02 0.00 -0.05
C -0.744130 4.676446 1.312314 0.06 -0.09 0.03 0.01
C -1.847227 5.103051 2.081798 -0.04 0.03 0.03 0.00
C -2.634062 4.201082 2.735664 0.00 0.00 0.01 0.01
C -2.380956 2.815154 2.605091 0.04 -0.03 -0.01 0.00
C -3.156871 1.819177 3.239879 0.03 -0.02 -0.02 0.01
C -2.871049 0.499139 3.031411 0.00 0.03 0.00 0.00
C -1.836374 0.163167 2.145258 -0.02 -0.05 -0.01 0.02
N -1.081924 1.062214 1.549667 -0.16 -0.02 -0.14 0.12
C -1.310585 2.387012 1.795943 0.07 0.16 -0.03 0.06
H 1.088055 3.556637 -0.114022 -0.08 -0.04 -0.13 0.00
H 1.408276 2.527479 1.135746 0.09 0.00 0.01 0.00
H -0.106652 5.412799 0.838440 0.01 -0.01 0.00 0.00
H -2.047070 6.162052 2.168132 0.00 0.00 0.00 0.00
H -3.459566 4.527734 3.354193 0.00 0.01 -0.01 0.00
H -3.974961 2.115464 3.884312 0.00 0.00 0.00 0.00
H -3.441517 -0.287343 3.503094 0.00 0.00 0.00 0.00
H -1.642015 -0.871653 1.892630 0.01 0.00 0.01 0.01
C -0.198865 -2.905850 0.686070 0.18 -0.03 0.09 0.00
O -0.350517 -1.767990 -0.164492 -0.25 0.03 -0.07 0.05
Si -0.053705 -1.856469 -1.837228 0.01 -0.05 -0.12 -0.06
C 1.630548 -2.631083 -2.046463 -0.10 0.01 -0.08 0.01
C -1.314464 -2.901955 -2.731436 0.07 0.06 0.06 0.02
C -0.169170 -0.020444 -2.180741 0.14 0.27 0.26 0.19
Si 1.224776 0.693139 -3.265225 -0.03 0.00 -0.17 -0.03
C 1.158403 -0.116708 -4.955814 -0.01 -0.01 0.09 0.03
C 1.041321 2.552809 -3.485707 0.00 -0.08 0.02 0.03
C 2.936297 0.392796 -2.524401 -0.03 0.01 0.00 0.02
Si -1.926619 0.655985 -2.459802 -0.08 -0.02 -0.07 -0.05
C -2.460207 0.369606 -4.233658 0.05 0.02 0.08 0.03
C -3.165495 -0.167162 -1.299508 0.03 0.02 -0.04 0.05
C -2.044133 2.507259 -2.110444 0.00 -0.07 0.03 0.08
H -1.028285 -3.599958 0.538721 0.00 0.02 -0.01 0.01
H -0.187121 -2.572739 1.723424 -0.01 0.01 -0.01 0.00
H 0.748545 -3.411575 0.489546 -0.01 0.01 0.01 0.00
H 1.543942 -3.714792 -1.934170 0.00 0.00 0.03 0.00
H 2.346863 -2.279944 -1.303268 -0.05 0.03 0.01 0.00
H 2.042572 -2.452169 -3.041355 -0.03 0.00 -0.01 0.00
H -1.195453 -3.960958 -2.493489 0.04 0.00 0.04 0.00
H -1.153521 -2.799514 -3.808203 0.01 0.00 -0.01 0.00
H -2.344641 -2.621830 -2.520472 0.01 0.00 -0.02 0.00
H 0.244058 0.143331 -5.489411 0.00 0.00 -0.01 0.00
H 1.205371 -1.205542 -4.885695 0.00 0.00 -0.01 0.00
H 2.005158 0.208906 -5.564241 0.02 0.02 0.02 0.00
H 0.215046 2.815369 -4.147160 -0.02 -0.02 -0.01 0.00
H 1.956514 2.941387 -3.938057 0.00 0.00 -0.01 0.00
H 0.887861 3.083833 -2.543076 0.01 0.00 0.01 -0.01
H 3.375563 -0.519541 -2.931777 -0.01 0.00 0.00 0.00
H 2.978020 0.305858 -1.436042 -0.04 0.03 0.00 0.02
H 3.585392 1.221974 -2.816302 0.02 0.00 0.00 0.00
H -2.443753 -0.689630 -4.494641 0.01 0.00 0.00 0.00
H -1.814459 0.900870 -4.934383 0.00 0.01 -0.01 0.00
H -3.477989 0.736451 -4.384940 -0.01 0.00 0.04 0.00
H -3.494176 -1.141064 -1.660919 -0.01 0.01 -0.01 0.00
H -4.053166 0.466346 -1.229696 0.00 0.01 -0.01 0.00
H -2.785829 -0.313110 -0.287324 0.02 0.02 -0.01 -0.02
H -1.599309 3.109868 -2.900568 0.01 0.00 -0.01 0.00
H -1.601462 2.829628 -1.163874 0.00 -0.04 0.02 -0.04
H -3.105413 2.764843 -2.057309 0.00 0.00 -0.02 0.00
F 6.862843 1.275212 -1.370890 0.01 0.02 -0.01 0.00
C 6.154402 0.259727 -0.884267 -0.06 -0.04 0.07 0.00
C 5.500029 0.356447 0.274143 0.08 -0.01 -0.12 0.00
N 4.756361 -0.695592 0.778782 0.05 -0.10 -0.01 0.00
C 3.934459 -0.482826 1.958698 -0.12 -0.01 -0.02 0.01
C 2.760154 0.407324 1.566845 -0.23 0.02 -0.07 0.00
O 2.679611 1.576756 1.922796 0.14 -0.02 0.13 0.02
O 1.907933 -0.181465 0.780375 0.21 -0.01 -0.06 0.18
C 4.645199 -1.902763 0.110201 -0.04 -0.01 0.03 0.00
O 3.960136 -2.823441 0.504150 0.04 0.04 0.00 0.00
N 5.374050 -1.971981 -1.057560 -0.03 0.00 -0.01 0.00
C 6.111823 -0.966152 -1.684020 0.04 0.07 0.01 0.00
O 6.630743 -1.128719 -2.757958 -0.01 -0.01 0.00 0.00
H 5.511417 1.261675 0.865963 0.02 0.01 0.00 0.00
H 4.520411 -0.029915 2.755257 -0.02 0.06 -0.04 0.00
H 3.564654 -1.460380 2.258721 0.00 0.03 0.08 0.00
H 5.313242 -2.851857 -1.551675 0.00 -0.01 0.00 0.00

72
Properties=species:S:1:pos:R:3:forces:R:3:mulliken_charge:R:1 method="wB97M-V/def2-TZVPD" homo_energy_ha=-0.380 total_charge=+1 gap_ev=7.89 fmax_ev_per_a=1.34
Ga 0.058802 -0.756535 0.290727 -0.05 0.55 -0.01 1.63
C 1.981286 1.177912 -2.587709 -0.02 -0.08 0.01 -1.23
C 2.808008 -0.032456 -2.146842 -0.17 0.02 0.21 0.65
C 4.304232 0.228374 -2.298266 -0.07 -0.07 -0.02 -1.46
P 2.351480 -0.439194 -0.397493 0.12 -0.08 -0.08 0.06
C 3.551919 -1.671629 0.261683 -0.26 0.05 -0.06 0.56
C 3.377243 -1.860315 1.769402 -0.02 0.04 -0.05 -1.36
C 3.344342 -2.989790 -0.490168 0.05 0.04 -0.05 -1.56
C 2.499055 1.071473 0.581353 -0.03 -0.09 -0.05 0.36
C 3.719887 1.523049 1.082265 -0.03 0.01 0.04 -0.50
C 3.777056 2.608878 1.935489 0.08 0.02 0.03 -0.86
C 2.591817 3.215685 2.334841 0.03 -0.06 -0.04 -0.93
C 1.372793 2.778759 1.849556 -0.12 0.02 0.02 -0.69
C 1.292533 1.728915 0.923096 0.00 0.13 -0.14 -0.83
N 0.102542 1.222289 0.405465 0.00 0.36 -0.28 -0.05
C -1.048594 1.954899 0.183031 0.01 0.04 -0.15 0.59
C -1.069475 3.358109 0.090767 0.07 0.04 0.05 -0.86
C -2.243954 4.054846 -0.107085 0.06 -0.07 0.02 -0.87
C -3.456859 3.388905 -0.246266 -0.12 0.00 -0.03 -1.14
C -3.456103 2.009908 -0.257879 0.01 0.10 0.00 -0.72
C -2.276856 1.281865 -0.067579 0.07 -0.17 0.02 0.15
P -2.225110 -0.492752 -0.357127 0.08 -0.06 0.11 0.30
C -2.760969 -0.839334 -2.094108 0.14 0.06 0.20 0.57
C -4.255662 -0.679702 -2.356860 0.03 -0.06 0.00 -1.41
C -1.921433 0.038451 -3.023834 0.00 -0.08 0.04 -1.41
C -3.217917 -1.438978 0.885003 0.04 0.10 -0.22 1.04
C -4.587283 -0.850496 1.215516 0.06 0.00 0.01 -1.53
C -3.283521 -2.906977 0.456286 0.09 0.01 0.00 -1.63
H 2.111531 1.350252 -3.656109 0.02 -0.01 0.00 0.57
H 2.306523 2.073251 -2.055944 -0.03 0.02 0.00 0.29
H 0.917117 1.035833 -2.391590 0.02 0.08 -0.02 -0.02
H 2.524200 -0.904887 -2.741102 -0.02 -0.02 0.02 0.66
H 4.626283 1.036425 -1.640022 0.04 0.01 0.00 0.28
H 4.510754 0.537130 -3.323818 0.00 0.00 0.00 0.47
H 4.899425 -0.661716 -2.095876 0.03 0.03 0.02 0.36
H 4.552874 -1.283665 0.059535 0.02 0.03 0.00 0.65
H 2.408434 -2.310321 1.991765 0.05 -0.02 -0.01 0.14
H 3.470928 -0.918309 2.310942 0.04 -0.02 0.04 0.28
H 4.144880 -2.541683 2.136954 -0.01 0.01 0.02 0.54
H 2.326389 -3.354938 -0.342209 0.01 -0.03 0.00 0.27
H 4.031545 -3.744700 -0.107335 0.00 0.01 0.00 0.48
H 3.530888 -2.886337 -1.560883 -0.01 -0.01 0.01 0.37
H 4.636373 1.011296 0.814345 0.00 -0.02 -0.01 0.45
H 4.728878 2.960811 2.308557 -0.01 -0.01 0.01 0.50
H 2.619422 4.032798 3.044039 -0.02 0.01 -0.01 0.43
H 0.462680 3.241608 2.204423 -0.02 0.06 -0.04 0.70
H -0.137811 3.901032 0.148364 0.02 0.03 0.06 0.62
H -2.212757 5.135385 -0.161968 0.01 0.00 0.00 0.41
H -4.378085 3.938729 -0.379769 0.01 -0.01 0.00 0.47
H -4.387250 1.485434 -0.423930 0.01 -0.01 0.02 0.46
H -2.484038 -1.886062 -2.251806 0.00 -0.02 0.04 0.67
H -4.574470 0.355649 -2.240242 -0.01 -0.02 -0.01 0.29
H -4.853452 -1.314994 -1.705649 -0.03 0.03 -0.03 0.29
H -4.465025 -0.975218 -3.385948 0.00 0.02 -0.01 0.45
H -2.190152 1.090138 -2.917440 0.02 0.01 0.01 0.29
H -2.087193 -0.253077 -4.061017 -0.01 -0.01 0.00 0.56
H -0.855535 -0.068145 -2.809220 -0.01 0.01 -0.08 0.17
H -2.597278 -1.379010 1.785116 0.01 0.00 0.02 0.26
H -5.254603 -0.855318 0.354015 -0.01 0.01 0.03 0.26
H -4.503315 0.169496 1.588287 -0.04 0.01 0.00 0.38
H -5.050708 -1.456340 1.995467 -0.01 0.00 0.00 0.46
H -3.970556 -3.048684 -0.379304 0.00 0.01 0.00 0.36
H -3.638751 -3.513094 1.289510 -0.02 0.00 -0.01 0.44
H -2.299811 -3.286930 0.172147 -0.03 -0.04 0.01 0.36
N 0.056965 -0.498870 2.434819 -0.03 -0.15 0.67 -0.19
N -0.302806 -1.726519 3.001232 -0.26 -0.05 0.31 -0.43
C -0.120202 -2.845435 2.182646 0.17 -0.01 -0.22 0.35
O -0.194282 -3.961525 2.627067 -0.03 0.14 -0.04 -0.65
O 0.132665 -2.498052 0.946455 -0.04 -1.22 -0.56 -0.60
H 0.991839 -0.204619 2.703617 0.13 0.10 0.12 0.38
H -0.593643 0.226595 2.711024 -0.08 0.11 -0.01 0.44
H -0.168104 -1.887588 3.987625 0.09 0.15 0.07 0.25